[1]
ORCA calculation (ωB97M-V/def2-TZVPD) on a cluster of 2 separate species, C5H11NO in total.

Structure (XYZ):
```
18
Properties=species:S:1:pos:R:3
C -0.51 2.04 2.62
C 0.11 1.09 1.94
C -0.15 0.90 0.49
N 0.26 1.91 -0.39
C -0.85 -0.16 0.06
C -1.26 -0.31 -1.39
H -1.23 2.66 2.11
H -0.26 2.29 3.64
H 0.84 0.40 2.33
H 0.25 1.74 -1.38
H 0.96 2.50 0.01
H -1.23 -0.85 0.81
H -2.08 0.39 -1.56
H -1.52 -1.33 -1.65
H -0.45 -0.03 -2.07
O 2.68 -4.45 -2.10
H 2.70 -4.30 -1.16
H 1.75 -4.49 -2.33
```

For the total energy, the calculation gives -327.05616 a.u. Its energy above the lowest of the compared OMol25 structures with the same formula, charge and spin is 197.39 kJ/mol. The SMILES is C=C/C(N)=C/C.O. For the HOMO energy, the calculation gives -0.2877 hartree. Its charge is 0. The HOMO-LUMO gap is 8.5492 eV.

Results of the Löwdin charge analysis, in e, for atoms 1 through 6: atom 1 (C): 0.023, atom 2 (C): -0.145, atom 3 (C): -0.400, atom 4 (N): 0.110, atom 5 (C): -0.140, atom 6 (C): -0.112



[2]
ORCA calculation (ωB97M-V/def2-TZVPD) on a cluster of 2 separate species, C5H11NO in total.

Structure (XYZ):
```
18
Properties=species:S:1:pos:R:3
C -1.92 -1.17 -0.20
C -1.36 -0.05 0.66
N 0.07 0.10 0.44
C 0.64 1.39 0.71
C 0.43 0.93 -0.70
C 1.62 0.49 -1.50
O 2.63 0.06 -1.01
H -2.99 -1.30 -0.02
H -1.40 -2.10 0.01
H -1.79 -0.94 -1.27
H -1.90 0.90 0.46
H -1.50 -0.28 1.73
H -0.03 2.18 1.06
H 1.65 1.39 1.11
H -0.38 1.39 -1.26
H 1.52 0.60 -2.60
H 2.65 -1.99 1.32
H 2.07 -1.61 1.04
```

For the total energy, the calculation gives -327.01593 a.u. Its energy above the lowest of the compared OMol25 structures with the same formula, charge and spin is 303.04 kJ/mol. The SMILES is CCN1C[C@H]1C=O.[H][H]. For the HOMO energy, the calculation gives -0.3502 hartree. Its charge is 0. The HOMO-LUMO gap is 10.4440 eV.

Results of the Löwdin charge analysis, in e, for atoms 1 through 6: atom 1 (C): -0.089, atom 2 (C): -0.269, atom 3 (N): -0.086, atom 4 (C): -0.093, atom 5 (C): -0.242, atom 6 (C): -0.218



[3]
ORCA calculation (ωB97M-V/def2-TZVPD) on the molecule C5H11NO.

Structure (XYZ):
```
18
Properties=species:S:1:pos:R:3
C 1.19 1.06 -0.94
C 0.56 0.44 0.32
C -0.56 1.37 0.95
N 0.01 -0.88 0.04
C -1.09 -0.99 -0.89
C 0.34 -1.95 0.84
O 1.20 -1.98 1.69
H 0.42 1.34 -1.66
H 1.73 1.97 -0.65
H 1.91 0.40 -1.44
H 1.38 0.23 1.04
H -0.92 0.95 1.90
H -0.11 2.34 1.15
H -1.48 1.61 0.38
H -1.74 -0.11 -0.97
H -0.79 -1.22 -1.92
H -1.76 -1.74 -0.47
H -0.28 -2.85 0.62
```

For the total energy, the calculation gives -327.10394 a.u. Its energy above the lowest of the compared OMol25 structures with the same formula, charge and spin is 71.96 kJ/mol. The SMILES is CC(C)N(C)C=O. For the HOMO energy, the calculation gives -0.3414 hartree. Its charge is 0. The HOMO-LUMO gap is 10.1501 eV.

Results of the Löwdin charge analysis, in e, for atoms 1 through 6: atom 1 (C): -0.061, atom 2 (C): -0.367, atom 3 (C): -0.046, atom 4 (N): -0.138, atom 5 (C): -0.065, atom 6 (C): -0.320



[4]
ORCA calculation (ωB97M-V/def2-TZVPD) on a cluster of 2 separate species, C5H11NO in total.

Structure (XYZ):
```
18
Properties=species:S:1:pos:R:3
C -0.40 -2.41 -1.81
N -0.69 -1.01 -1.94
C -1.40 -0.16 -1.48
O -2.05 0.75 -1.12
H 0.04 -2.63 -0.83
H 0.30 -2.70 -2.59
H -1.32 -3.00 -1.93
C 0.76 2.12 0.45
C 0.97 0.66 0.86
C -0.11 0.17 1.83
H -0.22 2.26 0.00
H 1.52 2.44 -0.27
H 0.83 2.78 1.32
H 0.96 0.03 -0.04
H 1.96 0.54 1.31
H -0.07 0.74 2.77
H -1.11 0.31 1.40
H 0.02 -0.89 2.08
```

For the total energy, the calculation gives -327.10003 a.u. Its energy above the lowest of the compared OMol25 structures with the same formula, charge and spin is 82.23 kJ/mol. The SMILES is CN=C=O.CCC. For the HOMO energy, the calculation gives -0.3815 hartree. Its charge is 0. The HOMO-LUMO gap is 11.1279 eV.

Results of the Löwdin charge analysis, in e, for atoms 1 through 6: atom 1 (C): -0.093, atom 2 (N): 0.064, atom 3 (C): -0.339, atom 4 (O): 0.128, atom 5 (H): 0.080, atom 6 (H): 0.077



[5]
ORCA calculation (ωB97M-V/def2-TZVPD) on the molecule C5H11NO.

Structure (XYZ):
```
18
Properties=species:S:1:pos:R:3
C 0.28 0.92 -1.90
C 0.68 0.16 -0.89
O 1.87 -0.51 -0.87
C -0.21 -0.11 0.30
C 0.28 -1.31 1.11
C -0.29 1.13 1.18
N -1.60 -0.33 -0.30
H 0.90 1.07 -2.78
H -0.66 1.43 -1.87
H 2.35 -0.31 -1.68
H 1.26 -1.11 1.54
H -0.42 -1.52 1.92
H 0.36 -2.20 0.48
H 0.71 1.40 1.54
H -0.70 1.96 0.62
H -0.93 0.94 2.04
H -2.30 -0.47 0.43
H -1.58 -1.16 -0.88
```

For the total energy, the calculation gives -327.08472 a.u. Its energy above the lowest of the compared OMol25 structures with the same formula, charge and spin is 122.43 kJ/mol. The SMILES is C=C(O)C(C)(C)N. For the HOMO energy, the calculation gives -0.3175 hartree. Its charge is 0. The HOMO-LUMO gap is 9.4771 eV.

Results of the Löwdin charge analysis, in e, for atoms 1 through 6: atom 1 (C): 0.056, atom 2 (C): -0.379, atom 3 (O): 0.036, atom 4 (C): -0.551, atom 5 (C): -0.048, atom 6 (C): -0.039



[6]
ORCA calculation (ωB97M-V/def2-TZVPD) on the molecule C5H11NO.

Structure (XYZ):
```
18
Properties=species:S:1:pos:R:3
C 0.07 1.84 -0.65
C -0.30 1.51 0.80
C -0.82 0.03 0.73
O -2.04 -0.14 1.03
N -0.07 -0.98 0.26
C -0.73 -2.00 -0.65
C 1.40 -0.82 0.33
H 1.25 1.80 -0.81
H -0.09 2.96 -0.98
H -0.48 1.13 -1.34
H 0.56 1.76 1.52
H -1.23 2.10 1.19
H -0.08 -2.83 -0.87
H -1.04 -1.66 -1.61
H -1.71 -2.30 -0.11
H 1.59 -0.56 1.34
H 1.87 -0.02 -0.34
H 1.85 -1.81 0.15
```

For the total energy, the calculation gives -327.05984 a.u. Its energy above the lowest of the compared OMol25 structures with the same formula, charge and spin is 187.73 kJ/mol. The SMILES is CCC(=O)N(C)C. For the HOMO energy, the calculation gives -0.3373 hartree. Its charge is 0. The HOMO-LUMO gap is 10.0213 eV.

Results of the Löwdin charge analysis, in e, for atoms 1 through 6: atom 1 (C): -0.143, atom 2 (C): -0.179, atom 3 (C): -0.490, atom 4 (O): 0.000, atom 5 (N): -0.146, atom 6 (C): -0.014



[7]
ORCA calculation (ωB97M-V/def2-TZVPD) on a cluster of 2 separate species, C5H11NO in total.

Structure (XYZ):
```
18
Properties=species:S:1:pos:R:3
C -2.06 -0.83 0.07
C -1.04 -0.76 0.93
N 0.17 -0.10 0.66
C 1.42 -0.81 0.87
C 0.96 -0.49 -0.50
C 1.57 0.61 -1.34
H -1.99 -0.39 -0.92
H -2.99 -1.30 0.35
H -1.12 -1.16 1.94
H 2.22 -0.22 1.32
H 1.36 -1.85 1.20
H 0.54 -1.33 -1.06
H 0.81 1.07 -1.98
H 2.37 0.21 -1.97
H 1.99 1.39 -0.70
O -1.43 2.34 0.17
H -2.14 1.80 0.52
H -0.64 1.83 0.43
```

For the total energy, the calculation gives -327.04668 a.u. Its energy above the lowest of the compared OMol25 structures with the same formula, charge and spin is 222.30 kJ/mol. The SMILES is C=CN1C[C@@H]1C.O. For the HOMO energy, the calculation gives -0.3290 hartree. Its charge is 0. The HOMO-LUMO gap is 9.9592 eV.

Results of the Löwdin charge analysis, in e, for atoms 1 through 6: atom 1 (C): 0.006, atom 2 (C): -0.215, atom 3 (N): -0.103, atom 4 (C): -0.087, atom 5 (C): -0.321, atom 6 (C): -0.050